Entry 1:
{
  "formula": "C45H49N2OSi",
  "method": "the ωB97M-V functional and the def2-TZVPD basis",
  "species": ["C", "Si", "C", "C", "O", "C", "C", "C", "C", "C", "C", "C", "C", "C", "C", "C", "C", "C", "C", "C", "C", "C", "N", "C", "C", "C", "C", "C", "C", "C", "C", "H", "H", "H", "H", "H", "H", "H", "H", "H", "H", "H", "H", "H", "H", "H", "H", "H", "H", "H", "H", "H", "H", "H", "H", "H", "H", "H", "H", "H", "H", "H", "H", "H", "C", "C", "N", "C", "C", "C", "C", "C", "C", "C", "C", "C", "C", "C", "C", "C", "C", "C", "H", "H", "H", "H", "H", "H", "H", "H", "H", "H", "H", "H", "H", "H", "H", "H"],
  "coordinates": [[-3.07847, 5.50064, 0.72242], [-1.67335, 5.46926, -0.49877], [-2.31682, 5.04143, -2.19063], [-0.85293, 7.13952, -0.55731], [-0.54641, 4.35162, 0.04286], [-0.19870, 3.02683, -0.34118], [-1.48255, 2.20636, -0.45074], [-1.96944, 1.78070, -1.68576], [-3.19222, 1.10393, -1.73771], [-3.95929, 0.96696, -0.58009], [-3.48709, 1.43427, 0.64790], [-2.24647, 2.06830, 0.71340], [0.72746, 3.07259, -1.58207], [1.36094, 4.24961, -1.98522], [2.26218, 4.22573, -3.05545], [2.57102, 3.01787, -3.67955], [1.96103, 1.83081, -3.26471], [1.03590, 1.87174, -2.21898], [0.65701, 2.44504, 0.82333], [1.91026, 3.30523, 1.04971], [3.11515, 2.50076, 0.56983], [2.66422, 1.03556, 0.53947], [1.18047, 1.06716, 0.56554], [0.44250, -0.02711, 0.55982], [1.00908, -1.40798, 0.46495], [1.21585, -2.03679, 1.84532], [2.11347, -3.09237, 2.02454], [2.09006, -3.84396, 3.19910], [1.23793, -3.46582, 4.23346], [0.42397, -2.34527, 4.09717], [0.43419, -1.60797, 2.91476], [-3.83442, 6.23093, 0.39522], [-3.56358, 4.52052, 0.81123], [-2.71811, 5.79953, 1.71646], [-2.82280, 5.93103, -2.60380], [-1.50641, 4.76241, -2.87910], [-3.04537, 4.22054, -2.16276], [-1.59323, 7.89534, -0.85311], [-0.45671, 7.41650, 0.42581], [-0.03222, 7.17084, -1.28217], [-1.41768, 2.01279, -2.59703], [-3.53873, 0.71271, -2.69506], [-4.93428, 0.47888, -0.62504], [-4.07823, 1.32797, 1.55960], [-1.90067, 2.50100, 1.65706], [1.16508, 5.19669, -1.47382], [2.72612, 5.16127, -3.37913], [3.29776, 2.99401, -4.49026], [2.19269, 0.87255, -3.73486], [0.53575, 0.96514, -1.87974], [0.06458, 2.41252, 1.75309], [1.83778, 4.27628, 0.54717], [1.97404, 3.48032, 2.13376], [3.42939, 2.79127, -0.44481], [3.97388, 2.63182, 1.23660], [3.03179, 0.53560, -0.37195], [3.07367, 0.49613, 1.41267], [-0.65013, 0.05863, 0.71264], [2.01000, -1.33967, 0.03152], [2.83592, -3.33623, 1.23723], [2.73394, -4.71962, 3.29572], [1.18490, -4.06416, 5.13887], [-0.25902, -2.05803, 4.89258], [-0.23773, -0.75376, 2.79282], [-1.10722, -5.36961, -1.36956], [0.25020, -4.81592, -1.22952], [1.26796, -5.66992, -1.52597], [2.47762, -4.98557, -1.55106], [2.18004, -3.60672, -1.32590], [3.20761, -2.67883, -1.49050], [4.52325, -3.15057, -1.55608], [4.80977, -4.52661, -1.63941], [3.76606, -5.46031, -1.71652], [0.77903, -3.52860, -0.97548], [0.10197, -2.31791, -0.38254], [-1.13980, -2.69528, 0.43644], [-1.12616, -3.76266, 1.33280], [-2.14376, -3.89231, 2.27722], [-3.20843, -2.99328, 2.26674], [-4.17963, -2.93955, 3.40484], [-3.32518, -2.08566, 1.20917], [-2.28956, -1.92307, 0.30380], [-1.87123, -4.79680, -0.85106], [-1.38435, -5.42946, -2.43211], [-1.12390, -6.39490, -0.98093], [1.11254, -6.65194, -1.73741], [2.95004, -1.62494, -1.63383], [5.33377, -2.42863, -1.54889], [5.84733, -4.85691, -1.67895], [3.92738, -6.52617, -1.89535], [-0.25436, -1.75282, -1.26684], [-0.31941, -4.50463, 1.31684], [-2.07624, -4.64765, 3.06259], [-5.16950, -2.62932, 3.05995], [-4.26496, -3.90723, 3.90147], [-3.86358, -2.22181, 4.17559], [-4.20807, -1.45400, 1.12468], [-2.36616, -1.23676, -0.54706]],
  "forces_ev_per_a": [[-0.06, 0.08, 0.12], [-0.39, -0.01, -0.09], [-0.10, -0.03, -0.30], [0.15, -0.04, 0.11], [0.67, -0.59, 0.36], [-0.01, 0.48, -0.42], [0.09, 0.60, -0.50], [-0.27, -0.31, 0.37], [0.00, 0.25, 0.04], [-0.04, -0.26, -0.05], [0.22, 0.26, 0.01], [-0.39, -0.32, -0.21], [-0.41, -0.22, 0.41], [-0.01, 0.07, -0.24], [-0.11, -0.08, 0.26], [0.07, -0.13, -0.09], [-0.15, 0.14, 0.29], [0.28, -0.03, -0.36], [0.13, 0.75, 0.30], [0.00, 0.01, 0.76], [0.22, -0.12, -0.48], [0.83, -0.01, -0.10], [-1.13, -1.89, 0.47], [0.78, 1.25, 0.61], [1.15, 0.04, 0.24], [0.14, 0.69, 0.40], [0.18, -0.15, -0.31], [0.04, 0.33, -0.09], [-0.22, -0.16, -0.03], [0.03, 0.24, -0.02], [-0.14, -0.41, 0.13], [0.16, -0.18, 0.14], [0.06, 0.21, -0.04], [-0.14, -0.04, -0.17], [0.16, -0.30, 0.09], [-0.19, 0.09, 0.09], [0.15, 0.21, -0.03], [0.15, -0.14, 0.07], [-0.03, 0.03, -0.14], [-0.11, 0.05, 0.08], [-0.18, -0.26, 0.27], [-0.08, 0.18, 0.29], [0.28, 0.09, -0.04], [0.08, 0.02, -0.34], [-0.18, -0.23, -0.34], [-0.04, -0.43, -0.20], [-0.10, -0.39, 0.08], [-0.20, 0.03, 0.15], [-0.02, 0.37, 0.04], [0.20, 0.15, -0.36], [0.17, -0.07, -0.56], [-0.11, -0.34, 0.26], [0.17, 0.12, -0.35], [-0.19, 0.06, 0.36], [-0.17, -0.07, -0.20], [-0.36, 0.08, 0.35], [-0.60, 0.00, -0.29], [0.66, 0.29, -0.29], [-0.28, -0.02, -0.14], [-0.45, -0.04, 0.19], [-0.13, 0.33, 0.02], [0.04, 0.12, -0.10], [0.21, -0.03, -0.03], [0.08, -0.33, 0.17], [-0.74, -0.34, 0.07], [0.76, 1.68, 0.39], [0.76, -0.04, -0.24], [-0.53, 0.35, 0.02], [-0.34, -1.07, 0.08], [0.50, -0.13, 0.11], [-0.38, 0.11, -0.14], [-0.42, -0.15, -0.01], [0.53, 0.15, -0.01], [0.13, -1.26, -0.40], [-1.51, -0.73, -1.35], [0.35, -0.06, -0.65], [-0.09, -0.22, 0.47], [0.23, 0.25, -0.33], [-0.07, 0.27, 0.03], [-0.35, -0.11, 0.20], [-0.04, 0.12, 0.21], [0.17, -0.18, -0.10], [0.06, -0.01, -0.08], [0.09, 0.08, 0.20], [-0.12, 0.11, 0.00], [0.27, 0.49, 0.07], [0.43, -0.24, 0.32], [-0.01, -0.14, -0.20], [-0.30, 0.07, -0.07], [0.17, 0.36, 0.12], [0.00, 0.31, 0.43], [-0.15, 0.56, 0.12], [-0.05, 0.13, -0.29], [0.05, -0.07, 0.10], [-0.08, 0.02, -0.05], [0.03, -0.09, -0.25], [0.10, -0.16, 0.10], [0.00, -0.03, 0.48]],
  "total_charge": 1,
  "homo_energy_ev": -9.86,
  "orbital_gap_ev": 6.497,
  "total_energy_ev": -60362.661,
  "relative_energy_kj_mol": 0.0
}



Entry 2:
{
  "formula": "C45H50BaBrF4N4PS",
  "method": "the ωB97M-V functional and the def2-TZVPD basis",
  "species": ["Ba", "C", "C", "C", "C", "C", "C", "C", "C", "C", "C", "C", "C", "N", "C", "C", "N", "C", "C", "C", "C", "C", "C", "C", "C", "C", "C", "C", "C", "H", "H", "H", "H", "H", "H", "H", "H", "H", "H", "H", "H", "H", "H", "H", "H", "H", "H", "H", "H", "H", "H", "H", "H", "H", "H", "H", "H", "H", "H", "H", "H", "H", "H", "H", "H", "F", "C", "C", "F", "C", "F", "C", "P", "C", "C", "C", "C", "C", "C", "C", "C", "C", "C", "C", "C", "C", "Br", "C", "F", "H", "H", "H", "H", "H", "H", "H", "H", "H", "H", "N", "C", "N", "S", "H", "H", "H", "H"],
  "coordinates": [[-0.51763, 0.19152, -0.85009], [-3.14036, -0.14049, -3.31819], [-3.68896, -0.55091, -1.94355], [-4.75046, -1.67490, -2.22063], [-4.46277, 0.58378, -1.15642], [-5.44236, 1.37063, -1.82074], [-5.98745, 2.47648, -1.17649], [-5.70064, 2.75695, 0.11509], [-4.83082, 1.93964, 0.85804], [-4.57976, 2.17876, 2.31965], [-3.65152, 3.35606, 2.51536], [-5.90080, 2.31077, 3.11876], [-4.12920, 0.94672, 0.18326], [-2.97730, 0.25570, 0.71453], [-3.29368, -1.12580, 1.10251], [-2.24314, -2.06837, 1.24796], [-0.96016, -1.84529, 0.83887], [0.09431, -2.69820, 1.28870], [0.45375, -3.80335, 0.49679], [1.58837, -4.49759, 0.90383], [2.41503, -4.02448, 1.94892], [1.92035, -3.00996, 2.79163], [0.81525, -2.35087, 2.43962], [0.38461, -1.10841, 3.18999], [1.26841, 0.12864, 2.76714], [0.44961, -1.28176, 4.70443], [-0.24816, -4.25912, -0.75901], [-1.73785, -4.71245, -0.59519], [-0.04132, -3.15274, -1.83049], [-2.50182, -0.95784, -3.73756], [-2.54439, 0.83597, -3.32074], [-3.92645, -0.13222, -4.03595], [-2.88149, -0.93160, -1.30563], [-5.60004, -1.24888, -2.67720], [-5.07611, -2.15816, -1.25257], [-4.35095, -2.43397, -2.94362], [-5.65701, 1.27561, -2.83218], [-6.68159, 3.09340, -1.74030], [-6.32828, 3.54898, 0.61355], [-4.01722, 1.27741, 2.65219], [-4.12844, 4.28163, 2.20470], [-2.73690, 3.13471, 1.83431], [-3.36467, 3.55384, 3.53699], [-6.62351, 2.88757, 2.51439], [-5.74128, 2.76010, 4.02721], [-6.34571, 1.32370, 3.26046], [-4.28166, -1.41057, 1.11063], [-2.45339, -3.07264, 1.57251], [1.82547, -5.46885, 0.32709], [3.23190, -4.53576, 2.40957], [2.46584, -2.76159, 3.68942], [-0.66016, -0.84561, 2.97771], [2.28261, -0.20299, 2.69071], [1.19434, 1.00518, 3.39015], [1.00726, 0.44345, 1.76728], [1.52217, -1.31271, 4.95281], [-0.09375, -2.14701, 5.00336], [0.12694, -0.34302, 5.28222], [0.23157, -5.12531, -1.11758], [-2.42907, -3.93683, -0.39990], [-1.84721, -5.45825, 0.28397], [-2.03548, -5.22016, -1.47160], [-0.95957, -2.52242, -1.89314], [0.04986, -3.64353, -2.84855], [0.88032, -2.55890, -1.64513], [3.13612, 3.73458, -5.69431], [3.24232, 2.93375, -4.64657], [3.85338, 3.41932, -3.54051], [4.39402, 4.63814, -3.61002], [3.97177, 2.62379, -2.44686], [4.66989, 3.16914, -1.42427], [3.39643, 1.34059, -2.33513], [3.28713, 0.20002, -0.84858], [4.60421, -0.94994, -1.23293], [4.70042, -1.94910, -0.24461], [5.60925, -3.02766, -0.38345], [6.40829, -3.15048, -1.51175], [6.13238, -2.26530, -2.56214], [5.32808, -1.14257, -2.43267], [3.78969, 1.31842, 0.48742], [2.83392, 2.27106, 0.86809], [3.00546, 3.02344, 1.99151], [4.12810, 2.86285, 2.81230], [5.02863, 1.91205, 2.47709], [4.90787, 1.14749, 1.29631], [2.68623, 0.95493, -3.47597], [1.49849, -0.58387, -3.45616], [2.63541, 1.70748, -4.60694], [1.98448, 1.29454, -5.70250], [4.03460, -1.98260, 0.64029], [5.63297, -3.67315, 0.49231], [6.97463, -4.05859, -1.61459], [6.61669, -2.52792, -3.47762], [5.22979, -0.45232, -3.30341], [1.88522, 2.52230, 0.33251], [2.18178, 3.67305, 2.32728], [4.28017, 3.48245, 3.66820], [5.90304, 1.66495, 3.02515], [5.64171, 0.39661, 0.98333], [-0.72440, 4.80697, -0.88077], [-0.41006, 3.48662, -0.99420], [-0.37057, 2.67484, 0.07671], [-0.31896, 2.84923, -2.61670], [-0.65576, 5.17267, 0.06635], [-0.66766, 5.27971, -1.70646], [-0.50531, 3.24290, 0.91406], [-2.61731, 0.77596, 1.53632]],
  "forces_ev_per_a": [[-0.03, 0.06, 0.29], [1.77, 0.41, 0.39], [-1.71, 0.30, 0.13], [1.70, -1.16, 1.29], [0.14, 0.74, -0.86], [1.77, -0.11, 2.31], [-0.49, -0.35, -1.44], [-0.90, 0.38, 2.03], [-0.02, 0.46, -0.38], [-0.05, -0.76, 0.70], [1.28, -0.01, -1.48], [-0.22, -1.20, -2.96], [0.57, -0.90, -1.67], [-0.46, 0.12, 0.86], [4.31, -1.19, 0.40], [-0.80, 2.10, -1.32], [-0.06, 0.24, 0.46], [-1.36, 0.33, -1.18], [0.43, -0.32, 1.10], [1.55, -1.28, -0.49], [-1.82, -0.36, 0.88], [2.14, -1.49, -0.71], [-2.28, 2.01, -0.47], [-0.40, 1.61, 0.59], [-0.99, -1.40, -0.30], [1.21, 2.21, 0.32], [-1.32, 1.53, 0.55], [1.44, -1.08, 1.99], [-0.67, -0.63, -1.21], [-0.07, 0.51, 0.57], [-0.88, -1.18, -0.09], [-0.79, 0.66, -0.55], [-0.50, -0.21, -0.06], [-1.04, 0.64, -0.50], [0.40, 0.35, -1.11], [-0.21, 0.43, 0.82], [-0.33, -0.66, -1.71], [0.05, 0.02, 0.15], [1.10, -0.74, -0.45], [-0.60, 0.47, 0.26], [-0.01, 0.15, -0.47], [-1.21, 0.82, 1.26], [0.32, -0.41, 0.43], [0.28, -0.07, 0.54], [0.31, 1.10, 2.25], [0.01, 0.05, 0.08], [-2.10, -0.46, 0.38], [-0.52, -0.28, 0.45], [-0.02, 1.70, 1.01], [0.65, -0.73, -0.60], [0.13, 0.10, 0.05], [0.30, -0.30, -0.31], [0.89, -0.01, 0.20], [-0.14, 0.12, 0.49], [-0.21, 0.14, -0.46], [-0.28, -0.60, 0.37], [-0.26, -0.64, 0.57], [-0.05, -1.34, -0.99], [0.96, -1.04, -0.27], [-0.53, 1.03, 0.09], [0.36, 1.10, -1.37], [-0.41, -0.64, -1.10], [0.66, -0.16, 0.11], [0.01, 0.65, 0.97], [-0.64, -0.40, -0.05], [-0.04, -0.14, -0.47], [-0.67, 0.48, -0.76], [0.71, 0.83, -0.33], [-0.04, -0.24, 0.36], [0.44, -0.94, 2.22], [-0.20, -0.39, -0.32], [-0.40, 0.47, -0.23], [-0.40, 1.54, -1.03], [0.44, -1.31, 0.38], [0.59, -0.76, -0.27], [-0.59, 1.32, 0.97], [-1.98, 0.14, 0.35], [0.83, -0.42, 0.42], [-0.40, 0.46, -0.13], [0.19, -0.07, 0.43], [-1.01, 0.42, -0.72], [-0.22, 0.61, 1.20], [-0.88, 0.38, -0.32], [1.14, -1.54, -1.63], [-0.72, 0.01, -0.22], [-0.62, -0.98, 0.88], [0.89, 0.45, -0.40], [-0.37, -0.22, -1.28], [0.00, 0.08, 0.23], [0.40, 0.33, -0.57], [0.29, -0.32, -0.45], [0.50, 0.09, -0.31], [0.18, 0.43, -0.69], [-0.01, -0.58, 0.92], [0.93, -0.87, 0.04], [0.58, -0.05, -0.36], [-0.07, 0.19, 0.53], [0.59, 0.31, 0.85], [-0.12, 0.33, 0.48], [0.40, -2.45, 2.94], [-1.03, -1.42, 0.57], [0.25, 1.42, -0.97], [0.31, 0.07, 0.35], [-0.11, 0.54, -0.82], [0.14, 2.10, -2.06], [-0.02, -0.25, 0.10], [-0.27, -0.46, -0.61]],
  "homo_energy_ev": -6.39,
  "orbital_gap_ev": 6.523,
  "total_energy_ev": -155166.625,
  "relative_energy_kj_mol": 0.0
}



no.,lowest unoccupied orbital energy (eV)
1,-3.358
2,0.134